An isolated ion of composition C3H5N2O and charge +1. Source: the Open Molecules 2025 dataset; level of theory: ωB97M-V/def2-TZVPD.

## Properties
Charge: +1
Strongest force on any atom in eV Å⁻¹: 5.60
Frontier orbital gap in eV: 10.86
LUMO in eV: -5.20
HOMO level in eV: -16.0590
SMILES: C[n+]1ncco1

Each line ends with the natural charge from an NBO analysis.
CARTESIAN COORDINATES (ANGSTROEM)
C -1.97028 -0.32011 -0.35470  -0.331
N -0.32454 0.02696 0.14295  0.178
N 0.21563 0.84707 0.92488  -0.046
C 1.56147 0.79144 0.71583  -0.102
C 1.76671 -0.18241 -0.25523  0.203
O 0.62106 -0.62739 -0.66896  -0.206
H -2.62509 -0.70127 0.46581  0.267
H -2.43417 0.68349 -0.62548  0.264
H -1.71663 -1.03433 -1.17723  0.257
H 2.22059 1.24069 1.28497  0.245
H 2.68526 -0.72414 -0.45283  0.271

A 2-piece molecular cluster, C3H5N2O overall. Source: the Open Molecules 2025 dataset; level of theory: ωB97M-V/def2-TZVPD.

## Properties
Charge: +1
Strongest force on any atom in eV Å⁻¹: 1.51
Frontier orbital gap (spin up / spin down) in eV: 7.49 / 7.49
LUMO (spin up / spin down) in eV: -6.13 / -6.13
HOMO level (spin up / spin down) in eV: -13.6190 / -13.6175

Each line ends with the natural charge from an NBO analysis.
CARTESIAN COORDINATES (ANGSTROEM)
C -0.42544 -1.28004 0.03889  0.663
C 1.92953 -0.24246 0.17457  -0.156
C 0.99171 0.86978 0.02095  -0.160
N 0.49590 -0.50080 0.06363  -0.570
N -2.75180 -0.22078 -0.17088  -0.011
O -3.51119 0.63840 0.13677  -0.152
H 2.51277 -0.58694 -0.67495  0.272
H 2.34979 -0.46613 1.15128  0.272
H 0.71028 1.47400 0.87802  0.272
H 0.87105 1.35494 -0.94338  0.270
H -3.17261 -1.03998 -0.67491  0.299

The ΔE to the lowest compared entry with this formula, charge and spin results, record by record, are as follows: 4.409 7.875 eV.